Entry 1:
The following is a DFT calculation (ωB97M-V with the def2-TZVPD basis set) of a structure of composition C31H41GaGeN3O2PSe in a non-equilibrium geometry.

Properties
frontier orbital gap = 6.64 eV
energy relative to the best compared isomer or geometry (same formula, charge and spin) = 3.2 kcal per mole

XYZ file:
```
81
Properties=species:S:1:pos:R:3:forces:R:3:mulliken_charge:R:1
Ga 0.797 2.141 0.755 1.1 -0.7 1.5 -1.2738
N 2.551 2.237 -0.447 0.8 -0.9 1.1 -0.3737
C 3.000 3.636 -0.473 -0.6 0.5 0.0 -0.6341
C 1.993 4.544 0.343 -1.0 1.2 0.3 0.6548
O 2.075 5.760 0.264 0.4 -1.5 -0.1 -0.6647
O 1.032 3.948 1.085 1.6 0.6 -1.4 -0.4559
H 3.287 1.576 -0.121 -0.8 0.7 -0.5 0.3365
H 2.168 1.923 -1.327 0.2 -0.2 -0.3 0.3234
H 3.058 3.974 -1.522 -0.2 0.2 0.5 0.3801
H 4.008 3.775 -0.066 -0.3 -0.2 0.1 0.3695
N -0.381 1.424 -0.334 -0.2 -0.1 -1.0 1.1245
P -1.441 1.347 -1.454 1.1 0.0 1.9 0.3545
C -0.824 1.298 -3.139 -0.4 -0.4 -1.4 0.5230
C -1.319 0.419 -4.107 -0.3 -0.5 -0.2 -0.0266
C -0.769 0.336 -5.407 -0.8 0.5 0.7 -0.7182
C 0.132 1.305 -5.799 0.6 0.0 1.2 -0.5185
C 0.676 2.197 -4.826 -1.8 -1.0 -1.1 -0.9502
C 0.143 2.220 -3.551 1.2 -0.1 0.7 -0.2557
C -2.540 2.734 -1.469 -0.8 0.7 -0.4 0.5986
C -2.251 3.945 -0.814 -0.2 -0.7 0.0 -0.4409
C -3.177 4.971 -0.774 0.4 0.6 -0.4 -0.7078
C -4.401 4.842 -1.432 0.3 -0.4 -0.4 -0.5288
C -4.680 3.671 -2.123 0.9 -0.6 -0.1 -0.7819
C -3.722 2.619 -2.182 -1.7 1.5 0.1 -0.3069
C -2.409 -0.139 -1.159 -0.6 -0.4 -0.6 0.2862
C -1.817 -1.363 -1.478 0.0 0.3 -0.5 -0.3428
C -2.595 -2.523 -1.485 -0.5 0.9 0.7 -0.9398
C -3.904 -2.524 -1.016 0.0 2.3 0.4 -0.6201
C -4.471 -1.260 -0.609 -0.1 -1.9 -0.4 -0.6021
C -3.745 -0.097 -0.718 0.3 1.0 0.0 -0.5681
H -2.204 -0.200 -3.884 0.8 0.1 0.1 0.3431
H -1.110 -0.449 -6.086 0.0 0.5 0.1 0.3954
H 0.436 1.325 -6.828 0.4 0.1 -0.2 0.3909
H 1.426 2.865 -5.158 0.6 0.7 0.0 0.4678
H 0.578 2.901 -2.807 -0.3 -0.1 -0.3 0.5887
H -1.287 4.085 -0.347 0.1 -0.1 0.2 0.3616
H -2.833 5.915 -0.339 -0.5 -0.3 0.0 0.3950
H -5.099 5.654 -1.567 0.0 0.2 0.5 0.3813
H -5.614 3.597 -2.668 0.1 -0.1 0.0 0.4082
H -4.014 1.775 -2.796 0.4 -0.2 0.2 0.4554
H -0.764 -1.378 -1.820 -0.7 -0.1 0.2 0.5417
H -2.200 -3.401 -1.898 0.7 -1.3 -0.3 0.5461
H -4.480 -3.432 -0.946 -0.1 0.0 -0.1 0.4394
H -5.521 -1.244 -0.298 0.4 0.1 0.0 0.4019
H -4.188 0.905 -0.492 0.3 -1.2 -0.1 0.4167
C 3.790 1.788 2.820 0.3 -0.1 -1.1 -1.2367
C 2.511 1.122 3.133 -1.2 -0.7 1.1 0.8611
C 2.304 0.331 4.273 3.0 1.3 -1.0 -1.1783
C 1.009 -0.005 4.336 -4.1 -0.3 -1.4 -0.9153
C 0.334 0.570 3.226 1.4 -0.6 0.7 0.6433
C -1.134 0.566 2.936 -0.2 0.6 0.7 -0.9909
N 1.289 1.246 2.436 -0.1 -0.3 1.2 0.7531
H 4.350 2.135 3.695 -0.2 -0.3 -0.1 0.4027
H 3.596 2.648 2.197 0.0 0.6 -0.2 0.1547
H 4.420 1.119 2.217 0.3 0.1 0.2 0.2050
H 3.070 0.056 4.989 0.0 0.1 -0.2 0.4491
H 0.532 -0.653 5.058 -0.1 0.1 0.1 0.5051
H -1.651 -0.292 3.363 0.3 -0.2 0.1 0.3826
H -1.299 0.510 1.872 -0.3 0.3 -0.4 -0.0737
H -1.640 1.456 3.411 0.4 -0.6 -0.8 0.2757
C 2.616 -3.620 3.329 0.8 -0.8 0.6 -0.9831
Ge 1.193 -4.595 2.437 -1.2 1.5 -1.0 0.5733
C 1.159 -6.467 2.879 1.1 -1.1 -0.2 -1.0757
C -0.617 -3.775 2.729 -0.1 -1.8 0.3 -1.0002
C 1.489 -4.379 0.450 0.1 -0.5 0.0 -1.0781
Se 2.248 -2.624 0.021 0.7 -0.1 -0.8 0.2202
C 3.505 -3.274 -1.431 -0.9 0.1 0.7 -1.0579
H 2.600 -3.734 4.425 -0.1 -0.1 -0.3 0.3715
H 2.708 -2.558 3.127 -0.2 0.1 -0.3 0.2003
H 3.531 -4.135 2.970 -0.2 0.4 0.2 0.3179
H 0.523 -7.062 2.195 0.4 0.3 0.3 0.3263
H 0.825 -6.635 3.891 -0.4 0.1 0.4 0.3808
H 2.213 -6.864 2.881 -1.0 0.2 -0.3 0.3105
H -0.509 -2.820 3.186 0.0 0.8 0.5 0.1293
H -1.206 -4.460 3.393 0.5 0.7 -0.3 0.3837
H -1.220 -3.663 1.829 0.2 0.0 -0.2 0.3086
H 0.517 -4.428 -0.084 0.7 -0.4 0.3 0.3895
H 2.209 -5.163 0.091 -0.7 0.7 0.2 0.3709
H 4.159 -3.969 -0.919 0.1 -0.2 -0.2 0.2818
H 4.102 -2.467 -1.857 -0.3 0.0 0.1 0.3396
H 2.875 -3.763 -2.182 0.4 0.1 0.1 0.2794
```
Forces are in eV/Å.



Entry 2:
The following is a DFT calculation (ωB97M-V with the def2-TZVPD basis set) of a structure of composition C31H41GaGeN3O2PSe in a non-equilibrium geometry.

Properties
frontier orbital gap = 7.14 eV
energy relative to the best compared isomer or geometry (same formula, charge and spin) = 27.8 kcal per mole

XYZ file:
```
81
Properties=species:S:1:pos:R:3:forces:R:3:mulliken_charge:R:1
Ga 0.232 -0.361 1.008 1.0 -0.3 -1.1 -1.2495
N -0.829 1.337 0.520 -0.5 -0.5 -0.2 -0.2700
C -0.407 2.393 1.469 -2.4 0.5 0.2 -0.3679
C 0.473 1.892 2.583 2.7 -1.1 0.8 0.5735
O 0.792 2.612 3.522 -0.9 -1.2 -1.5 -0.6468
O 0.998 0.639 2.360 -0.9 2.6 1.0 -0.4118
H -0.760 1.668 -0.439 0.1 -0.2 0.1 0.2686
H -1.774 0.955 0.654 0.3 0.6 0.1 0.3309
H -1.306 2.895 1.926 0.9 -0.5 -0.3 0.3250
H 0.046 3.155 0.859 0.7 0.3 0.2 0.1870
N -0.932 -1.575 1.566 -0.2 -1.7 0.2 1.1843
P -1.135 -3.116 1.892 0.3 3.3 -1.0 1.6169
C -2.433 -3.684 0.795 -0.3 -1.3 -1.1 -0.1353
C -2.350 -4.773 -0.109 1.4 0.0 1.6 -0.4712
C -3.453 -5.326 -0.688 -0.9 -0.9 -0.6 -0.3898
C -4.720 -4.732 -0.584 1.0 0.3 0.6 -0.5191
C -4.792 -3.549 0.136 0.4 1.6 0.1 -0.5600
C -3.633 -3.007 0.800 -1.7 -0.7 -1.1 -0.4048
C -1.777 -3.123 3.570 0.5 0.1 0.7 -0.1291
C -0.974 -2.477 4.519 0.3 -0.1 -0.4 -0.5268
C -1.473 -2.258 5.790 1.2 0.5 -0.7 -0.7054
C -2.778 -2.579 6.088 0.2 -0.1 1.2 -0.3983
C -3.557 -3.266 5.215 -1.1 0.3 -0.6 -0.6846
C -3.032 -3.518 3.954 -1.3 -2.1 -1.2 0.1065
C 0.312 -4.171 1.817 1.5 -1.0 0.1 0.3532
C 1.496 -3.807 1.096 -0.9 0.1 0.8 -0.3172
C 2.614 -4.619 1.088 -0.1 -2.0 0.1 -0.5590
C 2.622 -5.837 1.855 -0.4 1.4 -0.3 -0.5200
C 1.477 -6.164 2.613 1.8 -0.5 -0.7 -0.5385
C 0.346 -5.378 2.563 0.4 1.2 -0.3 -0.7170
H -1.365 -5.224 -0.266 -0.4 -0.1 0.2 0.3966
H -3.366 -6.309 -1.168 0.1 0.6 -0.2 0.3462
H -5.555 -5.189 -1.085 -0.3 0.1 0.0 0.4109
H -5.703 -2.906 0.115 0.7 -0.8 0.1 0.3300
H -3.670 -2.008 1.180 -0.2 0.2 0.7 0.4263
H 0.033 -2.158 4.210 -0.5 0.0 0.4 0.3208
H -0.787 -1.787 6.474 -0.2 0.1 0.5 0.4089
H -3.195 -2.412 7.059 0.1 0.4 0.5 0.3770
H -4.603 -3.451 5.527 0.8 -0.4 -0.6 0.3567
H -3.564 -4.199 3.253 0.0 0.9 0.5 0.2688
H 1.653 -2.835 0.631 -0.7 -0.2 -0.3 0.2907
H 3.378 -4.386 0.334 0.1 0.0 0.9 0.4084
H 3.533 -6.449 1.945 -0.6 0.3 -0.3 0.3608
H 1.559 -7.078 3.214 -0.4 0.5 -0.1 0.3727
H -0.423 -5.620 3.257 -0.9 -0.1 0.1 0.3922
C 3.622 -0.645 0.872 -1.4 -0.1 -0.8 -1.2242
C 2.838 -0.255 -0.374 0.5 1.4 0.0 0.5124
C 3.296 0.413 -1.524 1.8 -0.9 1.6 -0.9563
C 2.293 0.359 -2.483 -1.6 -0.2 0.3 -0.7503
C 1.206 -0.227 -1.848 0.7 0.3 0.2 0.6754
C -0.031 -0.642 -2.500 -0.9 -0.4 -0.6 -1.2718
N 1.483 -0.560 -0.509 1.1 0.3 -1.1 0.5392
H 3.986 -1.668 0.707 0.0 0.1 0.4 0.1719
H 2.917 -0.614 1.730 0.9 0.0 -0.2 0.2187
H 4.472 0.014 0.994 0.1 0.1 0.3 0.4182
H 4.335 0.769 -1.682 -0.8 -0.3 0.2 0.4161
H 2.311 0.706 -3.519 0.0 -0.2 0.4 0.5557
H -0.782 0.160 -2.468 -0.4 -0.4 0.3 0.2033
H -0.367 -1.611 -2.041 -0.2 0.9 -0.7 0.1708
H 0.179 -0.744 -3.584 -0.2 -0.3 0.6 0.4270
C -0.070 6.561 -2.140 0.1 1.4 0.6 -1.1508
Ge 1.724 6.107 -2.897 -1.5 -1.4 -0.5 0.7429
C 2.991 7.578 -2.611 1.3 0.1 -1.7 -1.0583
C 2.337 4.328 -2.243 0.5 0.8 1.3 -1.1230
C 1.387 5.734 -4.852 -0.6 -0.2 0.5 -1.2448
Se -0.093 4.469 -5.439 -0.1 0.9 0.3 0.0209
C -1.529 5.762 -5.985 -0.2 -0.1 1.3 -0.8818
H -0.311 7.586 -2.540 0.2 -0.7 0.5 0.3233
H -0.144 6.605 -1.005 0.2 -0.1 -1.5 0.3245
H -0.866 5.927 -2.535 0.2 -0.3 0.1 0.3282
H 3.255 7.493 -1.581 0.3 0.3 0.9 0.3686
H 2.518 8.543 -2.822 0.0 -0.2 0.3 0.3385
H 3.984 7.593 -3.212 -1.8 -0.4 0.9 0.3161
H 3.416 4.386 -2.406 0.1 -0.4 0.1 0.3675
H 1.955 3.486 -2.810 -0.2 0.0 -0.1 0.2342
H 2.194 4.142 -1.134 0.1 0.3 -1.3 0.2987
H 2.252 5.220 -5.232 0.5 -0.2 -0.2 0.4326
H 1.347 6.677 -5.378 -0.3 0.2 -0.4 0.5178
H -1.146 6.319 -6.818 -0.3 -0.1 -0.8 0.2958
H -1.605 6.492 -5.179 0.0 -0.1 0.2 0.2457
H -2.569 5.321 -6.070 1.6 0.2 -0.3 0.3064
```
Forces are in eV/Å.



Entry 3:
The following is a DFT calculation (ωB97M-V with the def2-TZVPD basis set) of a structure of composition C31H41N4O5PSW in a non-equilibrium geometry.

Properties
<S²> = 2.02
frontier orbital gap (alpha / beta) = 5.79 / 7.87 eV
spin multiplicity = 3
total charge = +2

XYZ file:
```
84
Properties=species:S:1:pos:R:3:forces:R:3:lowdin_spin:R:1
W -0.961 0.243 -1.262 1.6 -0.1 0.9 1.4955
O 2.176 -4.573 -6.162 0.1 -0.3 0.3 0.0004
N 2.488 -3.623 -5.491 -0.4 0.8 -0.7 0.0002
O 3.487 -2.946 -5.626 0.2 -0.3 0.3 0.0007
C 1.499 -3.134 -4.498 0.4 0.0 0.0 0.0009
C 0.739 -4.058 -3.900 -0.3 -0.2 0.3 -0.0076
C -0.192 -3.665 -2.875 0.1 -0.5 -0.2 0.0031
C -1.054 -4.557 -2.212 0.2 -0.2 -0.2 0.0111
C -1.916 -4.080 -1.261 -0.2 0.2 0.2 0.0025
C -1.906 -2.719 -0.957 -0.1 -0.4 0.1 0.0237
N -1.088 -1.871 -1.563 -0.3 0.3 0.0 0.0278
C -0.258 -2.330 -2.521 0.4 0.2 -0.4 0.0118
C 0.528 -1.355 -3.213 -0.2 -0.2 0.1 0.0303
N 0.302 -0.060 -2.869 -0.2 0.3 -0.4 0.0173
C 0.911 0.910 -3.550 0.2 -0.1 -0.1 0.0610
C 1.800 0.617 -4.583 -0.1 0.4 0.1 -0.0041
C 2.067 -0.682 -4.918 0.0 -0.3 0.0 0.0530
C 1.411 -1.719 -4.216 0.3 -0.1 -0.4 0.0014
H 0.832 -5.097 -4.190 0.0 0.0 0.0 -0.0003
H -1.042 -5.611 -2.466 0.0 0.0 0.0 0.0005
H -2.605 -4.733 -0.743 0.0 0.0 0.0 -0.0002
H -2.558 -2.313 -0.197 -0.1 0.0 0.0 0.0036
H 0.683 1.926 -3.260 0.0 0.0 0.0 0.0031
H 2.264 1.433 -5.121 0.0 0.0 0.0 -0.0012
H 2.760 -0.911 -5.713 0.0 0.0 0.0 0.0024
C -5.827 1.738 2.999 0.1 0.0 -0.1 0.0003
C -5.058 1.818 1.705 -0.1 0.0 0.2 0.0017
C -5.254 2.894 0.841 -0.1 0.1 0.0 0.0014
C -4.587 2.992 -0.371 -0.1 0.1 0.1 0.0012
C -3.710 1.982 -0.712 0.0 0.0 0.1 0.0055
C -3.489 0.902 0.137 -0.3 0.0 0.0 0.0359
C -4.157 0.812 1.339 -0.1 0.2 0.1 0.0052
S -2.748 2.055 -2.158 0.1 -0.3 -0.2 0.0079
O -3.218 2.972 -3.119 0.1 0.1 0.1 -0.0014
O -2.614 0.611 -2.581 -0.4 0.2 -0.3 0.0462
O -1.317 2.285 -1.630 -0.2 -0.2 -0.1 0.0550
H -5.741 2.670 3.559 0.0 0.0 0.0 0.0001
H -5.475 0.924 3.630 0.0 0.0 0.0 0.0000
H -6.889 1.576 2.804 0.0 0.0 0.0 0.0000
H -5.951 3.677 1.121 0.0 -0.1 0.0 0.0001
H -4.750 3.830 -1.038 0.0 0.0 0.0 0.0003
H -2.888 0.051 -0.203 -0.2 -0.1 0.3 0.0213
H -4.008 -0.041 1.992 0.0 0.0 0.0 0.0004
C 0.716 -1.928 2.804 0.0 -0.1 0.0 0.0002
C 1.807 -1.268 1.940 0.0 0.0 0.1 0.0004
C 3.108 -1.222 2.763 -0.1 -0.1 0.0 0.0003
C 2.016 -2.178 0.716 0.1 0.0 0.1 -0.0002
P 1.229 0.432 1.408 0.0 -0.2 -0.4 0.0183
N 0.134 0.205 0.189 -0.3 0.4 0.5 0.0467
C 2.592 1.443 0.620 0.0 0.0 0.0 0.0011
C 3.600 1.988 1.645 0.0 0.0 -0.1 0.0006
C 3.326 0.555 -0.399 0.1 0.1 0.0 0.0002
C 2.014 2.634 -0.170 0.1 0.1 0.0 0.0021
C 0.380 1.345 2.789 0.0 0.0 0.0 0.0052
C 0.078 2.767 2.287 0.0 0.1 0.2 0.0005
C -0.963 0.671 3.128 -0.1 0.1 0.1 0.0020
C 1.226 1.420 4.070 -0.1 0.1 0.0 0.0005
H 1.031 -2.958 2.988 0.0 0.0 0.0 0.0002
H -0.258 -1.962 2.309 0.1 0.0 0.0 0.0000
H 0.599 -1.451 3.773 0.1 0.0 0.0 0.0000
H 3.327 -2.241 3.095 0.0 0.0 0.0 0.0000
H 3.026 -0.606 3.657 0.0 0.0 -0.1 0.0000
H 3.967 -0.883 2.189 0.0 0.0 -0.1 0.0000
H 2.148 -3.196 1.091 0.0 0.0 0.0 0.0000
H 2.901 -1.926 0.137 -0.1 0.0 0.0 0.0000
H 1.152 -2.175 0.055 -0.1 0.0 -0.1 -0.0003
H 4.017 1.229 2.304 0.0 0.0 0.0 0.0000
H 3.171 2.781 2.254 0.0 0.0 0.0 0.0000
H 4.433 2.429 1.092 0.0 0.0 0.0 0.0001
H 3.921 -0.230 0.059 0.0 0.0 0.1 0.0000
H 4.015 1.199 -0.949 0.0 0.0 0.0 -0.0001
H 2.645 0.103 -1.122 0.0 0.0 0.0 0.0000
H 1.711 3.464 0.461 0.1 -0.1 -0.1 0.0001
H 1.169 2.370 -0.803 0.0 -0.1 0.0 0.0018
H 2.811 2.998 -0.823 0.0 0.0 0.0 0.0003
H -0.437 2.785 1.326 0.0 -0.1 0.0 0.0004
H 0.974 3.381 2.219 0.0 0.0 0.1 0.0000
H -0.578 3.238 3.021 0.0 0.0 0.0 0.0000
H -1.488 0.306 2.250 0.0 0.0 -0.1 0.0016
H -1.599 1.428 3.592 0.0 -0.1 0.0 0.0000
H -0.857 -0.146 3.837 0.0 0.1 0.0 0.0000
H 2.154 1.972 3.942 0.0 0.0 0.0 0.0000
H 1.459 0.440 4.480 -0.1 0.0 0.0 0.0000
H 0.638 1.946 4.827 0.0 0.0 0.0 0.0002
```
Forces are in eV/Å.



Number 1: M 739.95 u. Number 2: M 739.95 u. Number 3: M 796.57 u.